Entry from OMol25: a molecular structure, C13H18Cl2N2OPb at a distorted geometry (wB97M-V/def2-TZVPD).

Structure (ORCA input):
```
! RIJCOSX wB97M-V def2-TZVPD def2/J DEFGRID3
* xyz 0 1
Pb 0.00 0.00 0.00
Cl 0.37 -2.14 -0.76
Cl 1.18 1.95 0.28
C 2.70 -0.41 -1.92
H 3.15 0.14 -1.10
H 3.22 -1.32 -2.24
C -1.61 0.49 -0.68
C 1.57 -0.02 -2.51
H -2.55 0.53 -0.11
C 0.89 -0.73 -3.63
H 1.07 0.89 -2.16
C -0.38 -0.02 -4.12
H 1.59 -0.85 -4.47
H 0.61 -1.74 -3.29
C -1.57 -0.17 -3.16
H -0.16 1.05 -4.26
H -0.66 -0.42 -5.10
C -1.71 0.95 -2.11
H -2.50 -0.19 -3.75
H -1.51 -1.14 -2.65
H -0.98 1.74 -2.31
H -2.71 1.41 -2.22
N -0.21 -0.48 7.25
C -0.92 -1.10 6.27
O -1.79 -1.89 6.60
C -0.69 -0.84 4.82
C 0.30 0.06 4.36
C 0.47 0.27 3.00
N -0.30 -0.38 2.08
C -1.26 -1.26 2.49
C -1.47 -1.50 3.85
H -0.41 -0.69 8.24
H 0.53 0.20 7.06
H 0.94 0.60 5.03
H 1.24 0.96 2.69
H -1.86 -1.78 1.75
H -2.24 -2.21 4.14
*
```

Its frontier orbital gap is 4.358 eV. The HOMO energy comes out at -5.83 eV. The max |F| comes out at 0.175 Eh/bohr. The calculation puts the energy above the lowest of the compared OMol25 structures with the same formula, charge and spin at 3.1617 eV.

Per-atom Löwdin charges, elementary charge units: atom 1 (Pb): 0.674, atom 2 (Cl): 0.171, atom 3 (Cl): 0.148, atom 4 (C): -0.061, atom 5 (H): 0.039, atom 6 (H): 0.073, atom 7 (C): -0.590, atom 8 (C): -0.322, atom 9 (H): 0.006, atom 10 (C): -0.233, atom 11 (H): 0.030, atom 12 (C): -0.215, atom 13 (H): 0.117, atom 14 (H): 0.071, atom 15 (C): -0.224, atom 16 (H): 0.109, atom 17 (H): 0.103, atom 18 (C): -0.358, atom 19 (H): 0.100, atom 20 (H): 0.077, atom 21 (H): 0.078, atom 22 (H): 0.101, atom 23 (N): 0.163, atom 24 (C): -0.488, atom 25 (O): 0.062, atom 26 (C): -0.090, atom 27 (C): 0.019, atom 28 (C): -0.099, atom 29 (N): -0.112, atom 30 (C): -0.058, atom 31 (C): 0.046, atom 32 (H): 0.134, atom 33 (H): 0.103, atom 34 (H): 0.109, atom 35 (H): 0.064, atom 36 (H): 0.124, atom 37 (H): 0.128